# 1
This record from the OMol25 dataset describes the molecule C8H17NO2. The level of theory is ωB97M-V/def2-TZVPD.

Structure (ORCA input):
```
! wB97M-V def2-TZVPD RIJCOSX def2/J DEFGRID3
* xyz 0 1
C 0.86 -2.56 0.63
N 0.42 -1.46 -0.16
C 0.21 -0.13 0.38
C 1.50 0.43 1.08
C -0.70 -0.23 1.69
C -0.45 0.81 -0.66
C -0.37 2.31 -0.33
C 0.19 0.77 -2.11
C -1.90 0.30 -1.04
O -2.79 0.97 -1.47
O -2.05 -0.97 -0.92
H 0.86 -2.42 1.64
H 0.14 -3.35 0.43
H 1.75 -3.03 0.28
H 0.87 -1.46 -1.10
H 2.12 0.90 0.31
H 1.38 1.29 1.84
H 1.95 -0.38 1.61
H -1.37 -0.99 1.45
H -1.09 0.71 2.04
H -0.19 -0.56 2.64
H 0.66 2.60 -0.15
H -0.86 2.32 0.77
H -1.04 2.93 -0.96
H 1.29 0.93 -1.94
H -0.20 1.59 -2.70
H -0.01 -0.05 -2.72
H -1.16 -1.25 -0.54
*
```

Properties
- E_LUMO: 0.62 eV
- Kohn-Sham gap: 9.91 eV
- SMILES string: CNC(C)(C)C(C)(C)C(=O)O
- HOMO: -9.3 eV
- Energy relative to the best compared isomer or geometry (same formula, charge and spin): 34.9 kcal/mol

These are the natural (NBO) partial charges, in e, on atoms 1 to 5: number 1, C, carries -0.41; number 2, N, carries -0.68; number 3, C, carries 0.14; number 4, C, carries -0.63; number 5, C, carries -0.63

# 2
This record from the OMol25 dataset describes the molecule C8H17NO2S. The level of theory is ωB97M-V/def2-TZVPD.

Structure (ORCA input):
```
! wB97M-V def2-TZVPD RIJCOSX def2/J DEFGRID3
* xyz 0 1
C -1.04 -1.59 0.63
C -2.03 -1.22 1.75
C 1.99 -1.30 1.57
C -1.86 0.52 -1.27
C -0.03 2.08 -0.50
C 0.55 -1.13 -1.04
C 0.99 -0.22 1.25
C -0.86 0.79 -0.17
N -0.06 -0.53 0.23
O -1.63 -0.58 2.93
O -0.61 -2.95 3.25
S -1.88 -2.21 3.22
H -0.38 -2.49 0.91
H -3.06 -0.95 1.51
H 2.43 -1.38 2.53
H 1.68 -2.40 1.36
H 2.81 -1.10 0.87
H -1.32 0.42 -2.22
H -2.14 -0.57 -1.06
H -2.67 1.20 -1.43
H 0.12 2.03 -1.50
H 0.85 2.39 -0.04
H -0.78 2.91 -0.29
H 0.78 -0.26 -1.70
H 1.51 -1.78 -0.93
H -0.24 -1.91 -1.27
H 1.54 0.76 0.97
H 0.45 -0.02 2.16
H -1.50 1.16 0.62
*
```

Properties
- E_LUMO: 0.72 eV
- Kohn-Sham gap: 7.45 eV
- HOMO: -6.7 eV
- Energy relative to the best compared isomer or geometry (same formula, charge and spin): 141.7 kcal/mol

These are the natural (NBO) partial charges, in e, on atoms 1 to 5: number 1, C, carries -0.55; number 2, C, carries -0.15; number 3, C, carries -0.64; number 4, C, carries -0.68; number 5, C, carries -0.63

# 3
This record from the OMol25 dataset describes a structure of composition C8H17O3P2Pb. The level of theory is ωB97M-V/def2-TZVPD.

Structure (ORCA input):
```
! wB97M-V def2-TZVPD RIJCOSX def2/J DEFGRID3
* xyz 1 1
C 0.32 0.69 -2.03
C 0.07 -0.11 -3.11
C -0.25 -1.48 -3.13
C -0.34 -2.32 -2.02
C -0.20 -2.00 -0.70
Pb 0.06 -0.04 -0.09
P 0.15 2.45 0.80
H 0.66 1.71 -2.06
H 0.19 0.41 -4.04
H -0.38 -1.92 -4.12
H -0.19 -2.75 0.10
H -0.53 -3.37 -2.21
H -0.98 2.84 1.51
H 0.28 3.31 -0.29
H 1.24 2.66 1.63
C 0.42 -3.20 3.35
O 0.90 -1.92 2.99
P -0.32 -1.04 2.29
O 0.09 0.42 2.97
C -0.14 0.42 4.42
O -1.99 -0.53 1.66
C -2.88 -0.19 2.74
H 1.33 -3.65 3.83
H 0.15 -3.72 2.45
H -0.38 -3.09 4.04
H -0.88 -0.32 4.70
H 0.80 0.25 4.99
H -0.52 1.42 4.59
H -3.87 -0.10 2.23
H -2.88 -1.00 3.44
H -2.56 0.76 3.15
*
```

Properties
- E_LUMO (spin up / spin down): -4.62 / -5.54 eV
- Kohn-Sham gap (spin up / spin down): 6.60 / 5.26 eV
- HOMO (spin up / spin down): -11.2 / -10.8 eV

These are the Mulliken partial charges, in e, on atoms 1 to 5: number 1, C, carries -0.83; number 2, C, carries -0.36; number 3, C, carries -0.04; number 4, C, carries -0.27; number 5, C, carries -0.70

| no. | largest force on an atom (eV Å⁻¹) |
| --- | --- |
| 1 | 4.9 |
| 2 | 4.0 |
| 3 | 2.5 |